Record 1
The following is a quantum chemistry calculation of a 11-piece molecular cluster, H22O11 overall, from the Open Molecules 2025 dataset.

Spin multiplicity   1
Charge   0
F_max   0.020 hartree/bohr
LUMO level   -0.328 eV
E_HOMO   -10.04 eV
SMILES string   O.O.O.O.O.O.O.O.O.O.O

```
33
Properties=species:S:1:pos:R:3:forces:R:3:mulliken_charge:R:1
O 1.88152 -1.56487 -1.95629 -0.0890 -0.7918 -0.6095 -0.7175
H 2.13938 -0.63895 -1.96121 0.0780 0.2701 -0.1885 0.4643
H 1.73808 -1.78086 -1.03227 -0.1564 0.2212 -0.3280 0.4096
O -3.46806 -0.56409 -0.52143 -0.2539 -0.4490 -0.2943 -0.5928
H -2.86098 -0.29325 -1.21118 0.2005 0.0247 -0.1648 0.3059
H -4.27207 -0.07593 -0.70353 -0.2558 0.1765 0.0141 0.2875
O -1.31763 -2.87698 -0.86102 0.1190 -0.3628 0.3345 -0.6187
H -1.41411 -2.86035 -1.81376 0.1227 -0.0285 -0.2128 0.3158
H -1.35389 -1.95594 -0.59976 -0.0344 0.3371 -0.0206 0.2704
O -2.53497 2.08221 -0.25379 -0.0911 0.6059 -0.0064 -0.6562
H -2.34325 2.11155 -1.19184 0.1187 0.0705 -0.2209 0.3461
H -2.12447 1.27094 0.05042 0.3094 -0.3578 0.3301 0.2606
O 0.02720 4.02579 -0.76741 0.4114 0.0049 -0.1164 -0.6138
H -0.72244 4.39830 -1.23276 -0.1758 0.1004 -0.0339 0.2930
H -0.36117 3.52804 -0.04683 -0.3140 -0.1307 0.1225 0.3307
O 1.32602 -0.81769 2.84124 -0.0621 0.4425 0.4689 -0.6189
H 2.08980 -0.24863 2.94129 0.1347 0.0722 0.3567 0.2698
H 1.57872 -1.44442 2.15952 -0.1591 -0.2345 -0.2394 0.4008
O 1.69540 -2.19537 0.59103 0.1516 -0.3419 0.6575 -0.8154
H 2.60796 -2.46426 0.70749 0.4172 -0.1695 -0.1360 0.3477
H 1.21698 -3.01665 0.46377 -0.4483 -0.4110 -0.1340 0.2828
O 2.90019 0.85137 -1.72719 0.5813 0.1068 -0.2921 -0.7151
H 2.57262 1.68901 -2.05695 -0.1410 0.2385 -0.0486 0.3091
H 2.84276 0.93442 -0.77392 -0.0937 0.3298 -0.2891 0.3912
O 1.88878 1.48315 0.67763 0.0172 0.2977 0.1060 -0.7305
H 2.50791 0.83475 1.01543 0.0160 -0.2462 0.3884 0.2632
H 1.45969 1.83581 1.45856 -0.0924 0.2100 0.3251 0.3239
O -2.52611 -0.34603 1.98538 0.1301 0.2756 0.8272 -0.6484
H -2.95793 -0.29952 1.13007 -0.1717 -0.2000 -0.3231 0.3833
H -2.22786 -1.25336 2.05498 0.0407 -0.1454 0.0593 0.2989
O -0.31156 -0.12174 -0.01948 -0.8033 -0.0634 -0.5385 -0.3493
H 0.05302 -0.84413 0.49223 0.1284 0.0545 0.2670 0.2318
H 0.27045 0.61769 0.16160 0.3653 0.0933 -0.0603 0.2899
```
Forces are in eV/Å.


Record 2
The following is a quantum chemistry calculation of ClO4S2V as an isolated structure, from the Open Molecules 2025 dataset.

Spin multiplicity   3
Charge   -2
F_max   0.097 hartree/bohr
LUMO level (alpha / beta)   6.062 / 6.066 eV
E_HOMO (alpha / beta)   -0.42 / -0.62 eV

```
8
Properties=species:S:1:pos:R:3:forces:R:3:mulliken_charge:R:1
V 0.02966 1.00130 -0.45615 0.3781 4.6568 -1.4407 0.6061
O -0.95149 -1.34377 1.69047 0.0801 0.0142 -0.2551 -0.6876
S 0.05026 -1.11513 0.65282 0.2778 -4.1392 2.7311 1.3767
O 0.89075 -2.27945 0.39727 -0.1077 0.2430 -0.0143 -0.6894
O -0.63286 -0.69948 -0.62221 -0.9252 -2.0716 -0.5695 -0.6141
O 0.88881 0.07491 1.01434 0.1121 -0.4015 0.3947 -0.6215
S 1.09159 2.76432 -0.50813 1.3791 1.6263 0.1994 -0.7651
Cl -1.36671 1.59730 -2.16840 -1.1943 0.0720 -1.0456 -0.6051
```
Forces are in eV/Å.


Record 3
The following is a quantum chemistry calculation of a 2-piece molecular cluster, C4H10O2 overall, from the Open Molecules 2025 dataset.

Spin multiplicity   2
Charge   +1
F_max   0.046 hartree/bohr
LUMO level (alpha / beta)   -4.267 / -7.945 eV
E_HOMO (alpha / beta)   -15.22 / -15.21 eV

```
16
Properties=species:S:1:pos:R:3:forces:R:3:mulliken_charge:R:1
C 1.91265 -0.44209 -0.39686 -0.6288 -0.5141 0.9603 -0.9814
C 0.65651 0.23345 -0.72371 1.3634 0.5151 -1.3047 -0.1896
C -0.32060 0.80662 0.09187 -1.2774 -1.5456 1.2387 0.9300
O -0.31997 0.45274 1.38015 1.0924 1.2337 -0.8227 -0.3684
C -1.55000 1.45334 -0.42145 0.1742 1.0701 0.6269 -1.3085
H 2.15811 -0.43528 0.66194 -0.0443 0.0281 0.0191 0.2959
H 2.78666 -0.18686 -0.99222 -0.2573 0.3012 -0.3199 0.4032
H 1.67844 -1.49742 -0.64491 0.1959 -0.0309 0.0494 0.3144
H 0.51730 0.39900 -1.78982 -0.2531 0.0038 0.0657 0.3542
H -0.71285 1.18658 1.87775 -0.4908 -0.3256 0.4785 0.3697
H -2.40970 1.17188 0.19446 -0.0082 -0.7901 -0.4632 0.4053
H -1.63449 1.28767 -1.48873 -0.3687 0.1076 -0.0125 0.3647
H -1.60289 2.53049 -0.18961 0.6170 0.0605 -0.4887 0.4033
H -0.67703 -2.41705 0.06844 -0.2762 -0.0744 0.2821 0.3215
H -0.36522 -1.96488 1.53821 -0.1836 -0.2145 -0.2456 0.2977
O -0.11692 -2.57819 0.83449 0.3455 0.1751 -0.0634 -0.6122
```
Forces are in eV/Å.


Record 4
The following is a quantum chemistry calculation of C34H48BF4KN2SSbSi4Te as an isolated structure, from the Open Molecules 2025 dataset.

Spin multiplicity   1
Charge   -1
F_max   0.045 hartree/bohr
LUMO level   2.042 eV
E_HOMO   -4.24 eV

```
97
Properties=species:S:1:pos:R:3:forces:R:3:mulliken_charge:R:1
K -2.65810 -1.26315 0.26733 1.5565 -0.8266 0.5585 1.1069
C 2.22068 -2.16836 3.15772 -0.1404 0.1138 0.1247 -1.0673
Si 3.35735 -2.31223 1.67108 -0.0321 -0.1052 0.1968 0.6503
C 3.36372 -4.11350 1.11653 -0.0294 -0.1280 -0.2465 -1.1072
C 5.11390 -1.97816 2.27553 0.1736 0.2031 -0.0986 -1.1501
Si 2.71407 -0.80038 0.00690 0.2328 -0.0041 -0.0135 -0.2076
Te 0.36151 -0.17594 -0.15206 -0.0155 -0.0618 -0.0690 -0.4725
Si 3.48292 -1.55036 -2.06093 -0.0227 0.0138 -0.2020 0.3036
C 5.30602 -2.03730 -2.08971 0.1473 0.0079 0.1777 -1.0327
C 2.53185 -3.05471 -2.66811 -0.1527 -0.1565 0.0887 -0.7773
C 3.22060 -0.18402 -3.32396 -0.0350 0.2080 -0.0322 -1.0067
Si 3.79829 1.20802 0.50959 0.1676 0.0961 0.0060 0.0280
C 3.17739 2.62180 -0.55658 -0.1585 0.0723 -0.1782 -0.7014
C 3.46771 1.65472 2.30517 -0.1051 -0.0894 0.2139 -0.6009
C 5.67077 1.13509 0.26038 0.1290 -0.1417 -0.0180 -1.0112
H 2.60159 -2.73876 4.01354 -0.0350 0.0327 -0.0883 0.3520
H 1.21829 -2.53467 2.91015 0.1049 0.0598 0.0230 0.2600
H 2.11553 -1.11852 3.45878 0.0001 -0.1464 -0.0152 0.2247
H 3.98367 -4.72071 1.78598 -0.0747 0.0515 -0.0218 0.3851
H 3.76908 -4.21592 0.10140 -0.0402 -0.0218 0.1675 0.2251
H 2.35262 -4.53219 1.11566 0.0500 0.0252 -0.0549 0.2432
H 5.41390 -2.73784 3.00448 -0.0339 0.0247 -0.0197 0.4223
H 5.19579 -0.99536 2.75297 0.0140 -0.1200 -0.0425 0.2698
H 5.83245 -2.00227 1.44753 -0.0613 -0.0221 0.0913 0.2826
H 5.48448 -2.91378 -1.45585 0.0006 0.0690 -0.0642 0.2656
H 5.95038 -1.23118 -1.72361 -0.0499 -0.0737 -0.0509 0.2502
H 5.61911 -2.28736 -3.10891 -0.0186 -0.0001 0.0482 0.3670
H 2.78657 -3.94517 -2.08076 -0.0063 0.1217 -0.0775 0.1128
H 2.76735 -3.26513 -3.71675 -0.0076 0.0155 0.0472 0.3799
H 1.45119 -2.89123 -2.58355 0.1241 0.0085 -0.0266 0.1793
H 3.81118 0.70500 -3.07205 -0.0568 -0.1039 -0.0533 0.1840
H 2.16557 0.11472 -3.32895 0.1175 -0.0237 -0.0028 0.2066
H 3.50070 -0.50619 -4.33334 -0.0213 0.0057 0.0751 0.3758
H 2.08343 2.60272 -0.62122 0.1098 0.0166 0.0220 -0.0357
H 3.56873 2.54081 -1.57728 -0.0524 0.0339 0.1060 0.2663
H 3.49257 3.58863 -0.14598 -0.0065 -0.0793 -0.0283 0.3627
H 2.38778 1.73066 2.47622 0.1585 -0.0466 -0.0144 -0.1916
H 3.93140 2.61158 2.57212 -0.0317 -0.0519 -0.0284 0.4198
H 3.85740 0.88646 2.98358 -0.0344 0.1095 -0.0535 0.2138
H 5.90352 0.94404 -0.79351 0.0028 0.0416 0.0940 0.2104
H 6.12050 0.32881 0.85014 -0.0171 0.1075 -0.0718 0.2686
H 6.15508 2.07607 0.54580 -0.0701 -0.0520 -0.0139 0.3856
C -5.07651 7.01145 0.55133 0.0213 -0.0667 0.0063 -0.4241
C -5.59273 6.11781 -0.38053 0.0392 0.0177 0.0503 -0.5566
C -5.14834 4.80271 -0.40171 0.0153 0.0107 0.0302 -0.4923
C -4.17757 4.36225 0.49888 0.0035 -0.0242 -0.0130 0.0132
C -3.67255 5.26240 1.43496 -0.0465 0.0179 -0.0591 0.0095
C -4.11885 6.58101 1.45957 -0.0245 -0.0483 -0.0330 -0.6651
Sb -3.50949 2.31644 0.34876 0.3021 0.3992 0.0510 0.8299
C -2.40187 2.65548 -1.46287 -0.0142 0.0167 -0.1011 0.1146
C -2.29598 1.60748 -2.37849 -0.0110 0.0707 0.0924 -0.3222
C -1.57528 1.75663 -3.55730 0.0109 0.0463 0.0151 -0.5738
C -0.95633 2.96520 -3.83876 -0.0431 0.0289 0.0807 -0.4719
C -1.06735 4.02591 -2.94472 -0.0146 -0.0588 0.0083 -0.6644
C -1.78936 3.87434 -1.76806 -0.0253 -0.1245 -0.0201 -0.2290
C -1.89051 2.59248 1.74416 -0.0733 -0.0164 0.1765 0.0698
C -2.14475 2.20080 3.06169 0.0874 0.0613 -0.0741 -0.8683
C -1.19621 2.39452 4.06335 -0.0491 0.0351 -0.1261 -0.7063
C 0.02162 2.98366 3.75210 -0.0545 -0.0301 0.0155 -0.3893
C 0.28923 3.36599 2.44325 -0.0757 0.0263 0.0030 -0.5172
C -0.65629 3.16715 1.44638 -0.0104 -0.0162 -0.0016 0.5216
H -5.42203 8.03814 0.57097 0.0056 -0.0143 -0.0092 0.3545
H -6.34190 6.44734 -1.09025 0.0005 -0.0120 0.0024 0.3733
H -5.56155 4.11442 -1.13327 0.0117 0.0317 0.0215 0.3545
H -2.91935 4.94097 2.14600 -0.0131 0.0170 -0.0308 0.3025
H -3.71121 7.27277 2.18799 -0.0158 -0.0193 -0.0110 0.3770
H -2.78707 0.65887 -2.17914 0.0107 0.0496 -0.0177 0.3631
H -1.49198 0.92680 -4.24935 -0.0043 0.0245 0.0378 0.4245
H -0.39072 3.08507 -4.75446 0.0107 -0.0038 0.0096 0.3719
H -0.58753 4.97317 -3.16384 -0.0152 -0.0275 0.0014 0.3699
H -1.87568 4.71262 -1.08406 -0.0189 -0.0216 -0.0153 0.4263
H -3.09718 1.74019 3.31533 0.0556 0.0288 0.0001 0.4070
H -1.41290 2.09011 5.08047 0.0158 -0.0152 -0.0185 0.3863
H 0.76586 3.13287 4.52639 -0.0140 -0.0071 -0.0392 0.3779
H 1.24596 3.80912 2.19430 -0.0141 -0.0078 -0.0123 0.4673
H -0.41333 3.44465 0.42700 -0.0257 -0.0165 0.0368 -0.0046
F -4.66386 -0.71209 -0.34106 -2.2336 0.3136 -0.4971 -0.2271
B -6.11400 -0.73062 -0.15527 0.0597 0.1460 -0.2977 0.3399
F -6.71991 -0.87803 -1.40091 0.1859 0.0047 0.4210 -0.3339
F -6.49992 0.43874 0.48828 0.0641 -0.3253 -0.1141 -0.3673
F -6.38474 -1.86634 0.66973 -0.0123 0.4193 -0.0676 -0.4879
N -5.55501 -4.41284 0.41306 0.5106 -0.1981 -0.0416 -0.2617
C -4.33988 -4.89983 0.09378 -0.2418 0.0213 0.0597 0.5732
N -3.30457 -4.17376 -0.18302 0.3441 0.2719 -0.0253 -0.2246
C -2.20622 -4.96593 -0.51746 -0.2167 0.0471 0.0097 -0.6016
C -0.95325 -4.49862 -0.91080 0.0051 0.0377 -0.0337 0.0777
C 0.03027 -5.41602 -1.24883 0.0055 0.0655 0.0682 0.1111
C -0.20386 -6.78832 -1.17451 -0.0385 -0.0361 -0.0072 -0.7295
C -1.44359 -7.26814 -0.77701 0.0386 -0.0035 -0.0149 -0.4492
C -2.43190 -6.34776 -0.46483 0.0039 -0.0696 0.0247 0.5507
S -4.08297 -6.64532 0.01721 -0.0216 -0.0102 -0.0186 -0.3572
H -5.71194 -3.40744 0.46926 -0.0815 -0.0996 -0.0522 0.2126
H -6.30257 -5.03250 0.65332 -0.0431 -0.0427 -0.0044 0.2002
H -0.74693 -3.43190 -0.96100 -0.0117 -0.0845 0.0132 0.1918
H 0.99603 -5.05248 -1.57756 -0.0755 -0.0419 0.0606 0.1610
H 0.58554 -7.48378 -1.43504 -0.0520 0.0251 0.0195 0.3791
H -1.63550 -8.33256 -0.71881 0.0036 0.0237 -0.0133 0.3731
```
Forces are in eV/Å.


Record 5
The following is a quantum chemistry calculation of C3H8OYb as an isolated structure, from the Open Molecules 2025 dataset.

Spin multiplicity   1
Charge   0
F_max   0.050 hartree/bohr
LUMO level (alpha / beta)   0.103 / -0.281 eV
E_HOMO (alpha / beta)   -5.16 / -5.28 eV

```
13
Properties=species:S:1:pos:R:3:forces:R:3:mulliken_charge:R:1
C -1.43805 0.26024 -1.91492 0.1094 -0.1461 -0.1640 -0.6233
O -0.25443 0.37153 -1.15883 -0.0815 0.1567 0.5583 -0.0555
C 0.91017 -0.29957 -1.65933 -0.4242 1.2838 0.4792 -0.1895
C 2.05673 -0.16185 -0.67460 0.4698 -0.1409 0.5431 -1.0467
H -2.20087 0.79948 -1.33680 0.0172 -0.1830 -0.3794 0.1879
H -1.28323 0.72150 -2.90294 -0.2608 -0.0951 0.2053 0.2684
H -1.71698 -0.79847 -2.03360 -0.0621 0.2920 -0.0019 0.2992
H 1.14161 0.16017 -2.63505 0.2621 -0.1889 0.2878 0.3180
H 0.64235 -1.35288 -1.84922 0.0550 0.1631 0.2952 0.3158
H 1.51820 -0.50684 0.64971 0.1584 -1.2558 -1.3308 -0.0184
H 2.86100 -0.35333 -1.40704 0.3243 -1.9702 -0.7971 0.2349
H 2.95008 -0.12326 -0.02760 -0.9023 2.3231 0.6637 0.3279
Yb 0.08444 1.32471 1.06096 0.3348 -0.2388 -0.3595 -0.0187
```
Forces are in eV/Å.